An isolated molecule of C15H16N2O3 in a non-equilibrium geometry, computed with ωB97M-V with the def2-TZVPD basis set.

ORCA input file:
```
! wB97M-V def2-TZVPD RIJCOSX def2/J DEFGRID3
* xyz 0 1
O -0.200 -3.187 -0.379
C 0.331 -2.129 -0.104
N 1.659 -1.931 -0.306
C 2.406 -0.750 -0.215
C 3.701 -0.802 0.288
C 4.460 0.353 0.355
C 3.948 1.561 -0.074
C 2.659 1.613 -0.597
O 2.190 2.810 -1.034
C 1.897 0.456 -0.681
C -0.429 -1.013 0.507
N 0.049 -0.299 1.499
O -0.915 0.568 1.869
C -2.003 0.385 1.102
C -1.764 -0.627 0.208
C -2.680 -1.162 -0.833
C -3.281 -0.056 -1.705
C -4.296 0.831 -0.981
C -3.698 1.848 -0.007
C -3.199 1.238 1.307
H 2.177 -2.775 -0.518
H 4.103 -1.743 0.632
H 5.462 0.310 0.753
H 4.525 2.470 -0.023
H 1.285 2.712 -1.354
H 0.906 0.494 -1.115
H -3.488 -1.715 -0.347
H -2.127 -1.870 -1.453
H -2.479 0.566 -2.111
H -3.786 -0.532 -2.548
H -4.854 1.387 -1.739
H -5.011 0.199 -0.449
H -4.469 2.582 0.239
H -2.879 2.382 -0.493
H -3.999 0.636 1.749
H -2.938 2.028 2.013
*
```

Summary:
max |F| = 1.23 eV/A
SMILES = O=C(Nc1cccc(O)c1)c1noc2c1CCCCC2
E_HOMO = -8.522 eV
lowest unoccupied orbital energy = 0.503 eV
energy above the lowest of the compared OMol25 structures with the same formula, charge and spin = 184.4 kJ/mol
HOMO-LUMO gap = 9.0 eV